Below is the ion C3H6Cl3N4S with charge +1 at a distorted geometry, with properties calculated with ωB97M-V with the def2-TZVPD basis set.

```
17
Properties=species:S:1:pos:R:3
Cl -3.449 -0.738 -0.952
Cl -3.003 0.788 1.560
Cl -1.994 1.871 -1.060
S -0.925 -2.856 0.442
N 1.103 1.067 -0.256
N -1.165 -1.412 1.122
N 0.108 0.680 0.646
N -0.366 -0.946 -0.957
C -0.862 -0.280 0.200
C -2.321 0.404 -0.054
C -0.316 -2.234 -0.959
H 0.960 2.024 -0.567
H -1.875 -1.092 1.888
H -0.363 1.509 1.033
H 1.929 1.071 0.285
H -0.206 -0.346 -1.810
H 0.102 -2.732 -1.767
```

Spin multiplicity: 1
Total charge: +1
E_HOMO in eV: -13.28
LUMO level in eV: -4.29

---

Below is the molecule C5H6O2, with properties calculated with ωB97M-V with the def2-TZVPD basis set.

```
13
Properties=species:S:1:pos:R:3
O 1.014 -0.970 -0.798
O -1.541 -1.326 -0.389
C 0.529 -0.155 0.096
C 2.150 -0.194 -0.306
C 3.346 0.050 -0.331
C -0.926 -0.351 0.407
C -1.637 0.992 0.250
H -1.571 1.327 -0.790
H 4.308 0.475 -0.150
H -0.862 -1.825 -0.869
H -2.691 0.876 0.510
H -1.179 1.744 0.899
H -0.939 -0.645 1.472
```

Spin multiplicity: 1
E_HOMO (alpha / beta) in eV: -7.85 / -7.85
LUMO level (alpha / beta) in eV: -0.33 / -0.33

---

Below is a structure of composition C6H10N at a distorted geometry, with properties calculated with ωB97M-V with the def2-TZVPD basis set.

```
17
Properties=species:S:1:pos:R:3
N -1.244 -0.819 -0.700
C -2.110 -0.028 0.178
C 1.163 0.226 -0.155
C 0.998 1.674 -0.212
C 0.856 -1.518 0.650
C 0.100 -0.927 -0.566
C 1.938 -0.619 0.567
H 1.581 2.203 0.595
H -1.598 -0.730 -1.726
H 1.326 2.166 -1.135
H -2.446 0.815 -0.451
H -2.995 -0.527 0.586
H 0.652 -2.228 1.433
H 0.557 -1.598 -1.356
H 2.833 -0.430 1.188
H -0.042 2.138 -0.039
H -1.570 0.202 1.144
```

Spin multiplicity: 1
Total charge: +1
E_HOMO in eV: -13.45
LUMO level in eV: -5.50

---

Below is a cluster of 2 separate species, C3H7F2NS in total at a distorted geometry, with properties calculated with ωB97M-V with the def2-TZVPD basis set.

```
14
Properties=species:S:1:pos:R:3
S -0.348 2.427 0.442
F -1.865 -1.849 -1.130
F -1.646 0.141 -2.039
N 0.823 -1.401 -0.005
C 0.170 -0.288 0.428
C 0.831 1.032 0.325
C -1.916 -0.517 -0.869
H -2.883 -0.210 -0.485
H -0.965 2.178 -0.709
H 1.472 1.162 1.204
H 1.361 -1.316 -0.857
H -0.447 -0.439 1.304
H 0.294 -2.261 0.029
H 1.431 1.140 -0.575
```

Spin multiplicity: 1
E_HOMO (alpha / beta) in eV: -7.42 / -7.42
LUMO level (alpha / beta) in eV: 0.84 / 0.84

---

Below is a cluster of 2 separate species, C5H16N in total at a distorted geometry, with properties calculated with ωB97M-V with the def2-TZVPD basis set.

```
22
Properties=species:S:1:pos:R:3
N 2.225 -1.923 -0.145
C -0.911 0.791 -1.572
C -2.950 1.202 -0.160
C -1.450 1.456 -0.306
C 3.050 -1.755 1.093
C -0.696 0.960 0.927
H 3.541 -0.767 1.094
H -3.497 1.581 -1.040
H -1.059 -0.300 -1.508
H 0.167 0.993 -1.690
H 0.384 1.163 0.833
H 1.760 -2.854 -0.151
H -1.290 2.550 -0.394
H -1.439 1.165 -2.465
H 2.821 -1.850 -0.995
H -1.069 1.456 1.839
H 3.828 -2.535 1.143
H 2.414 -1.833 1.990
H 1.490 -1.190 -0.197
H -0.841 -0.129 1.035
H -3.134 0.118 -0.071
H -3.344 1.701 0.741
```

Spin multiplicity: 1
Total charge: +1
E_HOMO in eV: -14.23
LUMO level in eV: -4.02

---

Below is the ion C3H4N3 with charge +1 at a distorted geometry, with properties calculated with ωB97M-V with the def2-TZVPD basis set.

```
10
Properties=species:S:1:pos:R:3
N -0.939 -1.102 -0.060
N -1.799 2.284 0.238
N -1.530 1.212 0.243
C 1.445 -0.113 -0.134
C -1.055 0.156 0.701
C 0.085 -0.376 0.160
H -1.637 -1.673 -0.530
H 1.742 0.794 0.326
H 1.668 -0.114 -1.161
H 2.021 -1.067 0.216
```

Spin multiplicity: 1
Total charge: +1
E_HOMO in eV: -14.21
Structure (SMILES): CC1=C([N+]#N)N1
LUMO level in eV: -5.75

---

The following E_tot values (in eV) correspond, in order, to the records above: -57562.2320 -9370.1623 -7863.8004 -20982.1083 -6927.9263 -7633.0296.
The following energy above the lowest of the compared OMol25 structures with the same formula, charge and spin values (in kJ/mol) correspond, in order, to the records above: 64.8 669.0 245.8 178.5 14.8 316.1.